--- i ---
A cluster of 2 separate species, C7H17NO in total, computed with wB97M-V/def2-TZVPD.

- SMILES string: CCN(C)C(C)=O.CC
- Highest occupied orbital energy: -9.06 eV
- LUMO energy: 0.032 Ha
- Frontier orbital gap: 9.924 eV
- Charge: 0

XYZ file:
```
26
Properties=species:S:1:pos:R:3:nbo_charge:R:1
C 0.9450 -0.6710 -1.7291 -0.63
C -0.4126 -0.6311 -0.9313 -0.21
N -0.5176 -1.3417 0.4723 -0.46
C -0.8216 -2.8079 0.3475 -0.43
C -0.8842 -0.6599 1.6492 0.67
C -1.8437 -1.0804 2.7800 -0.68
O -0.7551 0.5700 1.6103 -0.66
H 1.7404 -0.2928 -1.1393 0.23
H 0.7674 0.0412 -2.5302 0.22
H 1.2455 -1.6410 -1.9552 0.21
H -1.0304 0.2235 -0.7628 0.24
H -1.1921 -1.0808 -1.6230 0.19
H -0.9897 -3.5413 1.1418 0.23
H -1.6067 -2.8432 -0.4542 0.19
H 0.2104 -3.1216 -0.1516 0.19
H -2.5489 -0.4794 2.4320 0.24
H -2.1759 -2.1333 2.9291 0.21
H -1.2209 -0.6972 3.7192 0.25
C 1.3082 2.1413 -0.2536 -0.63
C 1.4140 3.3978 -1.1466 -0.60
H 0.7213 2.0777 0.6055 0.24
H 0.9555 1.4137 -0.9979 0.20
H 2.2953 1.9945 0.1557 0.20
H 0.8111 3.3412 -1.9842 0.19
H 2.4179 3.4559 -1.6024 0.20
H 1.1675 4.3657 -0.5810 0.20
```

***

--- ii ---
A cluster of 2 separate species, C7H17NO in total, computed with wB97M-V/def2-TZVPD.

- SMILES string: CC(C)(C)C.CC(N)=O
- Highest occupied orbital energy: -9.30 eV
- LUMO energy: 0.019 Ha
- Frontier orbital gap: 9.825 eV
- Charge: 0

XYZ file:
```
26
Properties=species:S:1:pos:R:3:nbo_charge:R:1
C -0.1152 0.6462 -0.8747 -0.58
C 0.5653 1.0010 0.4525 -0.04
C -0.0807 0.2765 1.6825 -0.62
C 0.3689 2.5352 0.6354 -0.61
C 2.0683 0.7121 0.3997 -0.61
H 0.0315 -0.4109 -1.0847 0.19
H -1.2014 0.8265 -0.8133 0.23
H 0.3874 1.3233 -1.6502 0.20
H 0.4414 0.6164 2.5779 0.22
H -1.1613 0.4857 1.7668 0.19
H 0.0914 -0.8025 1.5821 0.20
H 0.9183 2.9725 1.4569 0.21
H -0.6680 2.7808 0.7092 0.20
H 0.6836 3.0668 -0.2909 0.21
H 2.4831 1.1422 -0.5299 0.22
H 2.5442 1.2332 1.2626 0.20
H 2.3064 -0.3376 0.5352 0.21
C -0.1256 -2.7086 -0.9482 -0.71
C -1.3704 -1.9469 -1.2869 0.64
N -1.8224 -0.9068 -0.5772 -0.88
O -2.0396 -2.2765 -2.2918 -0.62
H -0.2410 -3.7328 -1.1235 0.25
H 0.1257 -2.4623 0.0651 0.21
H 0.6007 -2.3393 -1.7047 0.25
H -3.0436 -0.9385 -0.5811 0.42
H -1.7472 -0.7557 0.6312 0.42
```

***

Which of them is most stable? Easy: ii.

***

--- i ---
A structure of composition C7H16O2, computed with wB97M-V/def2-TZVPD.

- Highest occupied orbital energy: -10.85 eV
- LUMO energy: 0.019 Ha
- Frontier orbital gap: 11.355 eV
- Charge: 0

XYZ file:
```
25
Properties=species:S:1:pos:R:3:nbo_charge:R:1
C 0.9156 -0.9062 -2.8191 0.75
C -0.5695 -1.1993 -2.5970 -0.77
C -0.6284 0.5774 2.2065 -0.02
C -1.9403 1.3062 2.4387 -0.62
C -0.3170 0.7566 0.6427 -0.65
C -0.6903 -0.9827 2.5707 -0.64
C 0.6356 1.2286 2.9141 -0.60
H 1.9990 0.5963 -2.8127 0.48
H -0.9650 -2.1346 -3.3188 0.27
H -0.7696 -1.6452 -1.2699 0.26
H -1.4380 -0.0871 -2.6868 0.28
H -1.8415 2.3272 2.1521 0.21
H -2.6544 0.6366 2.0191 0.21
H -2.0840 1.2456 3.4952 0.20
H 0.8692 0.6332 0.4786 0.20
H -0.7086 0.2068 -0.3367 0.23
H -0.4416 1.9743 0.6005 0.20
H 0.0396 -1.6781 1.9514 0.22
H -1.6334 -1.4433 2.1422 0.21
H -0.7029 -1.2636 3.6932 0.22
H 0.4413 1.2547 4.0045 0.20
H 1.3565 0.5765 2.7677 0.20
H 0.8448 2.2795 2.5200 0.21
O 1.8529 -1.5464 -3.1750 -0.56
O 1.0539 0.5261 -2.7674 -0.71
```

***

--- ii ---
A cluster of 3 separate species, C7H16O2 in total, computed with wB97M-V/def2-TZVPD.

- SMILES string: C=C(C)C(=C)CC.O.O
- Highest occupied orbital energy: -8.91 eV
- LUMO energy: 0.017 Ha
- Frontier orbital gap: 9.367 eV
- Charge: 0

XYZ file:
```
25
Properties=species:S:1:pos:R:3:nbo_charge:R:1
C -1.1867 -0.8090 0.9256 -0.39
C -0.8205 -0.4168 -0.3000 -0.01
C -1.3839 -1.2163 -1.4542 -0.63
C -0.0186 0.7986 -0.5436 0.00
C 0.6058 0.9242 -1.7260 -0.39
C 0.2285 1.8403 0.5266 -0.44
C -0.9264 2.2543 1.4702 -0.61
H -0.6957 -0.5294 1.8460 0.19
H -1.8333 -1.6665 1.0648 0.19
H -2.1604 -1.8337 -1.0147 0.22
H -1.8892 -0.6546 -2.2424 0.22
H -0.5908 -1.7894 -1.9289 0.19
H 1.2683 1.7342 -1.9691 0.21
H 0.3280 0.1851 -2.4679 0.19
H 0.5314 2.7519 0.0402 0.22
H 1.0825 1.5537 1.1407 0.22
H -1.7132 1.4959 1.5581 0.22
H -1.4506 3.1114 1.0364 0.21
H -0.5493 2.5246 2.4589 0.21
O 1.7183 -2.4684 -0.7055 -0.94
H 1.0885 -2.7052 -1.3996 0.47
H 2.1259 -1.7403 -1.2091 0.48
O 2.4680 -1.0223 1.6996 -0.95
H 1.6789 -0.6260 2.0932 0.46
H 2.0944 -1.6964 1.1010 0.49
```

***

Which of them is most stable? Easy: ii.